# 1
Below is a structure of composition C37H44As2IN5NaO2 in a non-equilibrium geometry, with properties calculated with ωB97M-V/def2-TZVPD.

For the energy, the calculation gives -184811.39675 eV. For the LUMO energy, the calculation gives -4.155 eV. As for the HOMO energy: -9.66 eV. As for the charge: +1. As for the energy above the lowest of the compared OMol25 structures with the same formula, charge and spin: 99.7 kcal/mol. As for the spin multiplicity: 1.

Structure (XYZ):
```
92
Properties=species:S:1:pos:R:3:lowdin_charge:R:1
Na -3.70 -16.46 -11.18 0.50
C -0.10 -25.33 -10.75 -0.04
C -0.95 -24.46 -11.67 -0.21
C -0.91 -23.11 -11.44 -0.22
C -0.18 -22.51 -10.28 -0.06
C -1.56 -22.20 -12.36 -0.15
C -1.30 -20.68 -12.12 -0.06
C -2.41 -22.62 -13.38 -0.19
C -3.34 -21.71 -14.15 -0.04
C -2.40 -24.04 -13.63 -0.18
C -3.00 -24.64 -14.88 -0.06
C -1.77 -24.97 -12.74 -0.13
C -1.90 -26.52 -12.93 -0.03
H 0.03 -26.39 -11.16 0.08
H -0.53 -25.25 -9.71 0.10
H 0.93 -24.84 -10.76 0.09
H -0.46 -21.45 -10.21 0.04
H 0.94 -22.50 -10.31 0.10
H -0.53 -23.07 -9.37 0.10
H -0.23 -20.45 -12.22 0.08
H -1.66 -20.40 -11.10 0.08
H -1.80 -20.06 -12.91 0.04
H -3.35 -22.11 -15.16 0.06
H -2.98 -20.68 -14.24 0.06
H -4.32 -21.73 -13.67 0.10
H -3.62 -23.90 -15.54 0.10
H -3.66 -25.48 -14.56 0.09
H -2.16 -25.02 -15.48 0.09
H -1.97 -26.74 -13.97 0.06
H -2.70 -26.85 -12.30 0.08
H -1.09 -27.04 -12.36 0.06
C -2.06 -20.60 -5.60 -0.32
As -3.66 -19.52 -6.23 1.08
C -5.21 -20.83 -6.57 -0.32
C -4.30 -18.73 -4.57 -0.46
C -4.88 -19.48 -3.55 -0.11
C -5.24 -18.77 -2.41 -0.10
C -5.24 -17.41 -2.32 -0.10
C -4.76 -16.67 -3.36 -0.16
C -4.17 -17.26 -4.45 -0.45
As -3.22 -16.17 -5.78 1.07
C -4.68 -14.77 -5.84 -0.30
C -1.92 -15.24 -4.68 -0.36
H -1.95 -20.39 -4.55 -0.01
H -1.11 -20.31 -6.12 0.02
H -2.23 -21.68 -5.64 0.01
H -6.08 -20.16 -6.37 0.02
H -5.22 -21.63 -5.86 0.00
H -5.11 -21.05 -7.65 0.00
H -4.97 -20.58 -3.57 0.11
H -5.70 -19.32 -1.60 0.10
H -5.54 -16.89 -1.39 0.12
H -4.71 -15.53 -3.32 0.11
H -4.45 -14.10 -4.99 0.02
H -5.51 -15.47 -5.71 0.01
H -4.68 -14.32 -6.87 -0.01
H -2.32 -15.09 -3.65 0.03
H -1.63 -14.28 -5.10 0.02
H -1.03 -15.82 -4.45 0.02
O 1.80 -10.89 -10.91 0.08
N 0.59 -11.10 -10.69 -0.30
O -0.24 -10.24 -10.35 0.06
C 0.10 -12.44 -10.82 -0.06
C 0.86 -13.39 -11.55 0.07
C 0.29 -14.49 -12.15 -0.10
C 1.00 -15.58 -12.85 0.04
C 0.31 -16.65 -13.34 -0.06
C -1.03 -16.77 -13.13 -0.12
N -1.75 -15.96 -12.35 0.07
C -1.11 -14.79 -11.86 -0.09
C -1.85 -13.91 -10.99 -0.13
N -3.03 -14.32 -10.41 0.08
C -3.66 -13.54 -9.57 -0.12
C -3.19 -12.32 -9.12 -0.01
C -1.99 -11.88 -9.56 0.04
C -1.32 -12.66 -10.56 -0.03
H 1.97 -13.16 -11.58 0.16
H 2.13 -15.54 -12.99 0.15
H 0.75 -17.48 -13.86 0.12
H -1.54 -17.65 -13.55 0.12
H -4.60 -13.82 -9.21 0.10
H -3.97 -11.80 -8.62 0.11
H -1.53 -11.01 -9.18 0.10
I -5.70 -13.56 -16.18 0.83
C -6.04 -14.89 -14.57 -0.71
C -7.11 -15.74 -14.25 -0.14
N -6.73 -16.39 -13.17 -0.02
N -5.49 -16.02 -12.63 -0.02
C -5.07 -15.05 -13.46 -0.18
H -8.03 -15.80 -14.84 0.13
H -7.20 -17.20 -12.80 0.16
H -4.10 -14.54 -13.26 0.10
```

# 2
Below is a structure of composition C10H17BrCl2O2Pd in a non-equilibrium geometry, with properties calculated with ωB97M-V/def2-TZVPD.

For the energy, the calculation gives -113303.56914 eV. For the LUMO energy (spin up / spin down), the calculation gives 5.582 / 3.415 eV. As for the HOMO energy (spin up / spin down): 0.27 / -0.71 eV. As for the charge: -2. As for the energy above the lowest of the compared OMol25 structures with the same formula, charge and spin: 58.8 kcal/mol. The expectation value of S² is 6.03. As for the spin multiplicity: 5.

Structure (XYZ):
```
33
Properties=species:S:1:pos:R:3:mulliken_spin:R:1
C 0.49 0.26 -1.20 0.23
C 0.31 -1.10 -0.90 0.14
C 0.57 -1.30 0.46 0.07
C -0.06 -2.19 -1.88 -0.04
C 0.85 -0.05 1.02 0.22
C 0.85 0.91 -0.01 0.22
C 1.21 2.35 0.12 0.02
C 0.42 0.90 -2.55 0.06
C 0.56 -2.65 1.13 0.02
C 1.11 0.25 2.48 -0.02
Pd -2.63 0.22 -0.21 0.83
Cl -2.80 -1.60 0.77 0.56
Cl -2.84 -0.46 -2.31 0.09
O -1.74 1.27 1.41 0.14
H -0.54 -1.76 -2.76 0.00
H -0.76 -2.88 -1.41 0.01
H 0.85 -2.74 -2.17 0.03
H -0.24 -3.25 0.78 0.00
H 0.45 -2.52 2.22 0.01
H 1.53 -3.18 0.92 0.00
H 0.76 -0.56 3.09 0.02
H 0.52 1.17 2.74 0.01
H 2.17 0.47 2.65 0.02
H 1.37 2.60 1.16 0.00
H 0.34 3.00 -0.32 0.01
H 2.11 2.56 -0.43 0.01
H -0.31 0.39 -3.17 0.01
H 1.43 0.81 -3.04 0.01
H 0.15 1.95 -2.47 -0.01
H -1.68 0.68 2.23 -0.01
O -0.82 4.54 -0.86 0.94
H -1.71 3.80 -0.59 -0.04
Br -1.94 -1.88 3.10 0.45
```

# 3
Below is a cluster of 2 separate species, C5H13NO in total in a non-equilibrium geometry, with properties calculated with ωB97M-V/def2-TZVPD.

For the energy, the calculation gives -8932.10802 eV. For the LUMO energy, the calculation gives 0.857 eV. As for the HOMO energy: -8.05 eV. As for the energy above the lowest of the compared OMol25 structures with the same formula, charge and spin: 43.9 kcal/mol. The SMILES is C/C=C(\C)NC.O. As for the spin multiplicity: 1.

Structure (XYZ):
```
20
Properties=species:S:1:pos:R:3:nbo_charge:R:1
C -0.98 -0.80 1.80 -0.65
C -0.82 -0.67 0.30 -0.31
C 0.31 -0.27 -0.30 0.19
C 1.56 0.01 0.52 -0.66
N 0.49 0.18 -1.61 -0.61
C -0.47 -0.43 -2.57 -0.42
H -0.51 -1.75 2.07 0.21
H -0.66 0.02 2.44 0.22
H -2.03 -0.89 2.06 0.22
H -1.72 -0.86 -0.28 0.20
H 2.33 -0.47 -0.09 0.22
H 1.70 -0.44 1.50 0.23
H 1.59 1.07 0.67 0.21
H 1.45 0.12 -1.90 0.37
H -0.94 0.38 -3.12 0.21
H 0.12 -0.97 -3.33 0.19
H -1.03 -1.21 -2.09 0.21
O -0.12 2.61 1.58 -0.94
H -0.71 2.58 0.82 0.48
H 0.44 1.82 1.52 0.46
```

# 4
Below is the molecule C3H6S2 in a non-equilibrium geometry, with properties calculated with ωB97M-V/def2-TZVPD.

For the energy, the calculation gives -24875.28891 eV. For the LUMO energy (spin up / spin down), the calculation gives -0.080 / -2.062 eV. As for the HOMO energy (spin up / spin down): -9.06 / -7.16 eV. As for the energy above the lowest of the compared OMol25 structures with the same formula, charge and spin: 78.9 kcal/mol. As for the spin multiplicity: 1.

Structure (XYZ):
```
11
Properties=species:S:1:pos:R:3:nbo_charge:R:1
C -0.98 -0.13 0.57 -0.66
C 0.33 -0.39 -0.11 -0.10
C 0.77 0.92 -0.74 -0.68
S -2.54 0.66 -0.09 -0.02
S 1.36 -1.73 0.27 0.12
H -1.35 -1.00 1.14 0.24
H -0.55 0.51 1.42 0.29
H 1.04 0.91 -1.87 0.23
H 1.63 1.31 -0.21 0.22
H -0.10 1.53 -0.75 0.24
H 0.40 -2.59 0.38 0.12
```

# 5
Below is a structure of composition C22H37BrNO2P3Pt in a non-equilibrium geometry, with properties calculated with ωB97M-V/def2-TZVPD.

For the energy, the calculation gives -130108.97338 eV. For the LUMO energy (spin up / spin down), the calculation gives -11.656 / -14.396 eV. As for the HOMO energy (spin up / spin down): -19.16 / -19.74 eV. As for the charge: +4. As for the energy above the lowest of the compared OMol25 structures with the same formula, charge and spin: 0.0 kcal/mol. The expectation value of S² is 6.01. As for the spin multiplicity: 5.

Structure (XYZ):
```
67
Properties=species:S:1:pos:R:3:mulliken_spin:R:1
P -1.92 -3.22 0.47 0.07
C -3.26 -2.91 1.62 0.04
H -3.79 -3.85 1.80 0.01
H -3.97 -2.18 1.21 0.00
H -2.84 -2.53 2.57 0.00
C -2.44 -2.86 -1.19 0.06
H -1.56 -2.67 -1.83 -0.02
H -3.10 -1.98 -1.22 -0.01
H -2.99 -3.73 -1.58 0.00
C -1.31 -4.89 0.65 0.02
H -2.09 -5.59 0.33 0.00
H -1.06 -5.09 1.70 0.00
H -0.42 -5.04 0.03 -0.01
P 2.95 -0.17 1.65 0.05
C 1.94 0.31 3.05 0.00
H 2.57 0.67 3.86 0.01
H 1.34 -0.54 3.38 0.00
H 1.26 1.09 2.72 0.00
C 3.81 -1.70 2.10 0.00
H 4.40 -2.05 1.25 0.00
H 3.06 -2.47 2.32 0.00
H 4.45 -1.53 2.98 0.00
C 4.18 1.13 1.41 0.00
H 4.91 1.12 2.22 0.00
H 3.66 2.10 1.38 0.00
H 4.67 0.99 0.44 0.01
P -0.41 3.41 -1.45 0.08
C -1.38 4.49 -0.41 0.04
H -1.71 5.36 -1.01 0.02
H -0.77 4.83 0.44 0.00
H -2.27 3.96 -0.03 0.00
C 0.85 4.35 -2.30 0.01
H 0.35 5.09 -2.94 0.00
H 1.47 3.69 -2.92 0.00
H 1.49 4.88 -1.57 0.00
C -1.46 2.51 -2.57 0.03
H -1.63 3.13 -3.46 0.00
H -2.44 2.29 -2.11 0.00
H -1.00 1.56 -2.86 -0.01
Pt 2.29 -0.74 -0.67 1.12
C -0.56 -2.12 1.01 0.60
O 0.03 -1.60 1.89 0.25
C 0.45 2.32 -0.25 0.60
O 0.87 2.13 0.83 0.23
C 3.17 -0.01 -2.42 0.10
C 1.76 0.03 -2.55 0.19
C 1.00 -1.14 -2.32 0.01
C 1.62 -2.32 -1.85 0.14
C 3.04 -2.37 -1.78 0.11
C 3.80 -1.23 -2.12 0.17
H 3.75 0.92 -2.47 0.01
H 1.27 0.98 -2.77 0.00
H -0.08 -1.11 -2.39 0.03
H 1.02 -3.16 -1.49 0.04
H 3.52 -3.26 -1.36 0.01
H 4.88 -1.25 -1.99 0.00
Br -4.26 0.32 -1.71 0.00
C -3.54 0.75 0.03 0.03
C -4.37 1.27 1.02 0.00
C -3.80 1.59 2.26 0.00
C -2.41 1.39 2.43 0.00
N -1.64 0.88 1.48 0.00
C -2.16 0.56 0.30 -0.04
H -5.42 1.40 0.81 0.00
H -4.38 2.00 3.08 0.00
H -1.93 1.66 3.37 0.00
H -1.50 0.15 -0.47 0.00
```

# 6
Below is a structure of composition C5H30N3O8 in a non-equilibrium geometry, with properties calculated with ωB97M-V/def2-TZVPD.

For the energy, the calculation gives -26518.50931 eV. For the LUMO energy (spin up / spin down), the calculation gives 0.263 / 0.179 eV. As for the HOMO energy (spin up / spin down): -2.26 / -9.69 eV. As for the energy above the lowest of the compared OMol25 structures with the same formula, charge and spin: 19.7 kcal/mol. The expectation value of S² is 0.75. As for the spin multiplicity: 2.

Structure (XYZ):
```
46
Properties=species:S:1:pos:R:3:mulliken_spin:R:1
C -0.54 0.51 2.53 0.08
C 0.60 1.11 1.67 0.06
C 1.97 0.50 1.85 0.04
C 2.13 -1.01 1.79 0.03
N 2.10 -1.58 0.36 0.03
C 2.93 -0.93 -0.50 0.04
N 2.55 -0.61 -1.70 0.01
N -1.77 0.56 1.71 0.25
H -0.62 1.12 3.41 -0.03
H -0.34 -0.52 2.82 0.02
H 0.63 2.24 1.83 -0.04
H 0.21 1.02 0.67 0.03
H 2.40 0.78 2.83 -0.01
H 2.69 0.94 1.14 0.00
H 3.18 -1.25 2.06 0.01
H 1.60 -1.67 2.50 -0.03
H 1.10 -1.50 0.06 0.08
H 3.87 -0.64 -0.06 -0.01
H 3.31 -0.12 -2.17 0.00
H -1.86 1.33 1.03 -0.09
H -1.73 -0.30 1.07 0.14
H -2.63 0.46 2.26 -0.07
H -0.47 1.77 -2.64 0.07
H -1.90 1.46 -2.98 -0.03
O -1.37 2.15 -2.56 0.09
H 2.28 4.68 0.56 -0.01
H 1.14 4.06 -0.41 0.00
O 1.84 3.90 0.24 0.04
H -1.42 -4.83 -0.13 0.03
H -2.23 -3.71 -1.04 0.12
O -1.97 -4.04 -0.17 -0.28
H 1.52 0.29 -2.17 0.02
H 1.47 0.96 -3.67 0.01
O 1.00 0.75 -2.86 -0.04
H -0.06 -2.20 -2.65 -0.05
H 0.03 -0.78 -2.58 0.31
O -0.60 -1.46 -2.26 -0.42
H -3.30 -1.46 -0.77 0.10
H -4.64 -1.49 0.04 0.05
O -3.87 -0.96 -0.17 -0.23
H -0.95 -2.64 0.39 0.24
H -0.84 -1.63 -0.73 0.09
O -0.75 -1.67 0.27 0.19
H -3.00 1.95 -0.14 -0.04
H -1.62 2.31 -0.77 0.05
O -2.08 2.13 0.08 0.13
```